Version one
# C2H5FN2S

A molecular structure, C2H5FN2S (ωB97M-V with the def2-TZVPD basis set, OMol25).

Calculated values
HOMO = -8.7 eV
Net charge = 0

Positions of all 11 atoms, in Å:
C 0.445 0.084 0.123
C 1.772 -0.584 0.160
H -1.925 1.309 0.336
H -0.392 -1.896 -0.557
H 1.010 1.972 0.355
H 1.876 -0.981 1.176
H 1.792 -1.375 -0.749
N -0.637 -0.794 0.179
N 0.109 1.357 -0.047
F 2.789 0.121 -0.204
S -2.317 -0.066 -0.084

Here are the Mulliken charges for atoms 1 to 2, given in e: atom 1 (C): 0.68, atom 2 (C): -0.27


Version two
# C2H5FN2S

A molecular structure, C2H5FN2S (ωB97M-V with the def2-TZVPD basis set, OMol25).

Calculated values
HOMO = -8.9 eV
Net charge = 0

Positions of all 11 atoms, in Å:
C -0.052 0.445 0.336
C -0.266 -0.425 1.558
H 0.024 1.522 -1.588
H 1.405 -0.121 -2.397
H -0.248 -1.176 -0.533
H 0.845 -1.084 2.012
H -0.911 0.203 2.149
N 0.134 0.313 -2.096
N -0.010 -0.283 -0.790
F -1.179 -1.645 0.908
S 0.258 2.250 0.438

Here are the Mulliken charges for atoms 1 to 2, given in e: atom 1 (C): 0.21, atom 2 (C): -0.17


It turns out version one is the most stable, with the second structure 199.7 kJ/mol higher.


Version one
# C5H7N3O2

A single C5H7N3O2 molecule (ωB97M-V with the def2-TZVPD basis set, OMol25).

Calculated values
HOMO (alpha / beta) = -7.3 / -7.9 eV
Net charge = 0

Positions of all 17 atoms, in Å:
C -1.224 -1.318 -0.774
C -1.733 -0.822 0.485
C -0.080 -1.015 -1.338
C -1.348 0.277 1.152
C 0.843 0.771 0.179
N -0.285 1.111 0.840
N 1.627 1.689 -0.432
N 1.412 -0.529 0.315
O 2.491 -0.689 -0.284
O 0.980 -1.270 1.199
H -1.894 -2.017 -1.279
H -2.588 -1.348 0.881
H 0.401 -1.199 -2.271
H -1.902 0.602 2.020
H -0.376 2.085 1.091
H 1.208 2.424 -0.975
H 2.468 1.246 -0.806

Here are the Mulliken charges for atoms 1 to 2, given in e: atom 1 (C): 0.03, atom 2 (C): -0.37


Version two
# C5H7N3O2

2 unconnected molecules or ions with the total composition C5H7N3O2 (ωB97M-V with the def2-TZVPD basis set, OMol25).

Calculated values
HOMO = -9.9 eV
SMILES = N#Cc1coc(CN)n1.O
Net charge = 0

Positions of all 17 atoms, in Å:
N -0.272 4.282 -3.221
C -0.955 3.469 -2.757
C -1.765 2.452 -2.152
C -1.352 1.245 -1.669
O -2.371 0.748 -0.948
C -3.388 1.631 -1.054
C -4.605 1.462 -0.204
N -4.966 0.068 0.032
N -3.104 2.625 -1.833
H -0.427 0.681 -1.720
H -5.400 2.057 -0.676
H -4.408 1.923 0.776
H -5.762 0.034 0.664
H -5.267 -0.369 -0.835
O -3.205 -1.488 1.701
H -3.798 -0.950 1.129
H -3.696 -2.278 1.975

Here are the Mulliken charges for atoms 1 to 2, given in e: atom 1 (N): -0.44, atom 2 (C): 0.14


Version three
# C5H7N3O2

2 unconnected molecules or ions with the total composition C5H7N3O2 (ωB97M-V with the def2-TZVPD basis set, OMol25).

Calculated values
HOMO = -9.5 eV
SMILES = N#Cc1ocnc1CN.O
Net charge = 0

Positions of all 17 atoms, in Å:
N 2.417 1.731 -0.367
C 1.912 0.818 -0.912
C 0.894 -0.125 -1.297
O 1.316 -1.423 -1.446
C 0.438 -2.157 -0.760
N -0.373 -1.405 -0.072
C -0.391 -0.226 -0.809
C -1.422 0.828 -0.574
N -1.592 1.181 0.824
H 0.673 -3.205 -0.598
H -2.351 0.482 -1.065
H -1.099 1.722 -1.122
H -2.499 1.612 0.974
H -1.471 0.414 1.483
O 1.181 -0.162 2.205
H 0.647 -0.769 1.660
H 1.720 0.686 1.875

Here are the Mulliken charges for atoms 1 to 2, given in e: atom 1 (N): -0.49, atom 2 (C): 0.21


It turns out version two is the most stable, with the second structure 243.7 kJ/mol higher.


Version one
# C5H7N3O2

A single C5H7N3O2 molecule (ωB97M-V with the def2-TZVPD basis set, OMol25).

Calculated values
HOMO = -8.9 eV
SMILES = C/C(=C/N(N)C#N)C(=O)O
Net charge = 0

Positions of all 17 atoms, in Å:
C -1.482 0.550 1.702
C -0.358 0.371 0.728
C -0.575 0.545 -0.596
N 0.253 -0.019 -1.550
N -0.459 -0.781 -2.522
C 1.567 0.070 -1.754
N 2.636 0.057 -2.177
C 0.962 0.019 1.275
O 2.022 0.213 0.730
O 0.879 -0.612 2.462
H -2.389 0.877 1.202
H -1.672 -0.396 2.195
H -1.227 1.280 2.464
H -1.487 0.944 -1.032
H -0.237 -1.769 -2.421
H -0.202 -0.487 -3.459
H 1.770 -0.862 2.752

Here are the Mulliken charges for atoms 1 to 2, given in e: atom 1 (C): -1.41, atom 2 (C): 0.81


Version two
# C5H7N3O2

A single C5H7N3O2 molecule (ωB97M-V with the def2-TZVPD basis set, OMol25).

Calculated values
HOMO = -9.4 eV
SMILES = N[C@@H](C(=O)O)c1ccn[nH]1
Net charge = 0

Positions of all 17 atoms, in Å:
N 1.416 -1.037 -0.140
C 0.841 0.264 0.412
C 1.707 1.377 -0.061
O 1.543 2.529 0.245
O 2.745 1.032 -0.852
C -0.626 0.564 0.152
C -1.712 -0.247 -0.124
C -2.758 0.670 -0.427
N -2.325 1.936 -0.229
N -1.072 1.849 0.151
H 1.024 -1.756 0.489
H 1.087 -1.077 -1.056
H 0.803 0.228 1.426
H 2.643 0.109 -1.215
H -1.809 -1.292 -0.360
H -3.845 0.547 -0.737
H -0.452 2.602 0.392

Here are the Mulliken charges for atoms 1 to 2, given in e: atom 1 (N): -0.78, atom 2 (C): 0.18


Version three
# C5H7N3O2

2 unconnected molecules or ions with the total composition C5H7N3O2 (ωB97M-V with the def2-TZVPD basis set, OMol25).

Calculated values
HOMO (alpha / beta) = -8.3 / -8.3 eV
Net charge = 0

Positions of all 17 atoms, in Å:
C 0.107 -1.198 0.494
C -2.338 0.533 -0.329
C 1.625 1.480 -0.179
C -0.300 -2.351 1.435
C 1.593 2.550 -1.152
N 0.662 -0.240 1.133
N 1.156 0.674 0.489
N -0.288 -1.091 -0.743
O -1.833 1.563 -0.258
O -2.928 -0.446 -0.437
H -1.392 -2.432 1.106
H -0.153 -2.028 2.575
H 0.171 -3.368 1.158
H 1.676 3.549 -0.746
H 0.650 2.336 -1.533
H 2.340 2.360 -1.919
H -0.749 -1.892 -1.098

Here are the Mulliken charges for atoms 1 to 2, given in e: atom 1 (C): 0.61, atom 2 (C): 0.80


It turns out version two is the most stable, with the second structure 129.1 kJ/mol higher.